Computed, not measured: a cluster of 2 separate species, C2H5IOS in total at a distorted geometry, with ωB97M-V with the def2-TZVPD basis set.

ORCA input file:
```
! wB97M-V def2-TZVPD RIJCOSX def2/J DEFGRID3
* xyz 0 1
C -0.092 1.043 0.083
C -0.676 -0.189 -0.486
O -0.047 -1.053 -1.022
S -2.382 -0.103 -0.388
H 0.515 0.788 0.974
H 0.479 1.346 -0.687
H -0.876 1.672 0.369
H -2.481 -1.315 -0.881
I 3.143 -4.369 0.115
H 4.009 -4.220 1.382
*
```

Output
* electronic energy: -23137.784 eV
* relative energy (zero: lowest compared OMol25 entry of this formula, charge and spin): 47.9 kJ/mol
* SMILES: CC(=O)S.I
* HOMO-LUMO gap: 10.67 eV

=====

Computed, not measured: an isolated molecule of C2H5ISi at a distorted geometry, with ωB97M-V with the def2-TZVPD basis set.

ORCA input file:
```
! wB97M-V def2-TZVPD RIJCOSX def2/J DEFGRID3
* xyz 0 1
C -0.400 2.312 -0.422
Si -0.513 0.478 -0.381
C 0.251 -1.554 -0.422
I -2.973 -0.066 0.304
H -1.349 2.819 -0.810
H 0.420 2.724 -0.794
H 0.073 -2.100 -1.391
H -0.451 -2.091 0.399
H 1.214 -1.675 -0.044
*
```

Output
* electronic energy: -18130.899 eV
* relative energy (zero: lowest compared OMol25 entry of this formula, charge and spin): 193.8 kJ/mol
* SMILES: C=[Si](C)I
* HOMO-LUMO gap (alpha / beta): 8.21 / 8.21 eV

=====

Computed, not measured: an isolated molecule of C2H5N at a distorted geometry, with ωB97M-V with the def2-TZVPD basis set.

ORCA input file:
```
! wB97M-V def2-TZVPD RIJCOSX def2/J DEFGRID3
* xyz 0 1
H -1.479 0.004 -1.740
N -1.003 -0.449 -0.966
C -0.142 0.277 -0.434
C 0.444 -0.206 0.816
H 0.159 1.242 -1.065
H 1.733 -0.121 0.688
H 0.079 -1.130 1.128
H 0.209 0.383 1.574
*
```

Output
* electronic energy: -3643.464 eV
* relative energy (zero: lowest compared OMol25 entry of this formula, charge and spin): 101.3 kJ/mol
* SMILES: [H]/N=C/C
* HOMO-LUMO gap: 10.94 eV

=====

Computed, not measured: the ion C2H5N2 with charge +1 at a distorted geometry, with ωB97M-V with the def2-TZVPD basis set.

ORCA input file:
```
! wB97M-V def2-TZVPD RIJCOSX def2/J DEFGRID3
* xyz 1 1
H -2.518 0.788 -0.007
N -1.900 0.000 -0.032
C -0.697 -0.150 0.049
C 0.725 -0.825 -0.013
N 0.581 0.656 -0.039
H 0.887 -1.378 0.985
H 1.600 -1.361 -0.751
H 0.818 1.147 0.787
H 0.504 1.122 -0.980
*
```

Output
* electronic energy: -5124.374 eV
* relative energy (zero: lowest compared OMol25 entry of this formula, charge and spin): 257.8 kJ/mol
* SMILES: [H]/N=C1/C[NH2+]1
* HOMO-LUMO gap: 10.96 eV

=====

Computed, not measured: the ion C2H5N2 with charge +1 at a distorted geometry, with ωB97M-V with the def2-TZVPD basis set.

ORCA input file:
```
! wB97M-V def2-TZVPD RIJCOSX def2/J DEFGRID3
* xyz 1 1
C 1.224 -0.338 0.086
C 0.203 0.633 -0.063
N -1.397 0.288 0.409
N -2.149 -0.272 -0.299
H 1.172 -1.336 -0.351
H 2.079 -0.071 0.745
H 1.608 0.195 -0.857
H 0.261 1.647 0.248
H -3.000 -0.746 0.082
*
```

Output
* electronic energy: -5122.685 eV
* relative energy (zero: lowest compared OMol25 entry of this formula, charge and spin): 420.8 kJ/mol
* SMILES: CC=[N+]=N
* HOMO-LUMO gap (alpha / beta): 8.03 / 8.51 eV

=====

Computed, not measured: a cluster of 2 separate species, C2H5N2 in total at a distorted geometry, with ωB97M-V with the def2-TZVPD basis set.

ORCA input file:
```
! wB97M-V def2-TZVPD RIJCOSX def2/J DEFGRID3
* xyz 1 1
C 1.218 0.123 -0.074
C 0.110 -0.633 0.015
N -2.483 0.360 -0.021
N -1.915 -0.570 0.028
H 1.827 0.438 -0.980
H -0.239 -0.929 0.947
H 1.295 0.773 0.874
H -0.350 -1.215 -0.861
H -2.850 1.251 -0.244
*
```

Output
* electronic energy: -5122.967 eV
* relative energy (zero: lowest compared OMol25 entry of this formula, charge and spin): 393.6 kJ/mol
* HOMO-LUMO gap (alpha / beta): 8.40 / 8.40 eV

=====

Computed, not measured: the ion C2H5N2 with charge +1 at a distorted geometry, with ωB97M-V with the def2-TZVPD basis set.

ORCA input file:
```
! wB97M-V def2-TZVPD RIJCOSX def2/J DEFGRID3
* xyz 1 1
H -2.442 0.611 0.201
N -1.575 0.511 -0.223
C -0.821 -0.434 0.107
N 0.539 -0.454 -0.216
C 1.247 0.553 0.040
H -1.067 -1.491 0.417
H 0.990 -1.264 -0.737
H 0.841 1.346 0.770
H 2.288 0.624 -0.358
*
```

Output
* electronic energy: -5126.209 eV
* relative energy (zero: lowest compared OMol25 entry of this formula, charge and spin): 80.8 kJ/mol
* SMILES: [H]/N=C/[NH+]=C
* HOMO-LUMO gap: 9.89 eV

=====

Computed, not measured: a cluster of 2 separate species, C2H5N2O in total at a distorted geometry, with ωB97M-V with the def2-TZVPD basis set.

ORCA input file:
```
! wB97M-V def2-TZVPD RIJCOSX def2/J DEFGRID3
* xyz 1 1
C 1.343 0.253 0.127
C 0.480 -0.709 0.632
N 1.069 -1.169 -0.439
N -1.295 0.884 -0.072
O 2.124 1.029 -0.160
H -0.063 -1.235 1.482
H 0.969 -2.168 -0.860
H -1.126 1.725 0.376
H -2.205 0.472 0.078
H -1.295 0.917 -1.164
*
```

Output
* electronic energy: -7171.983 eV
* relative energy (zero: lowest compared OMol25 entry of this formula, charge and spin): 390.6 kJ/mol
* HOMO-LUMO gap: 9.74 eV

=====

Computed, not measured: a cluster of 2 separate species, C2H5N2O in total at a distorted geometry, with ωB97M-V with the def2-TZVPD basis set.

ORCA input file:
```
! wB97M-V def2-TZVPD RIJCOSX def2/J DEFGRID3
* xyz 1 1
C 0.850 0.115 1.393
C 0.509 1.425 0.975
N -0.199 -1.497 0.292
N 0.868 2.303 0.170
O 0.942 -0.560 2.357
H 0.000 -1.769 -0.713
H 0.220 -2.167 0.840
H -1.203 -1.304 0.423
H 0.474 3.265 0.112
H 1.678 2.254 -0.572
*
```

Output
* electronic energy: -7172.463 eV
* relative energy (zero: lowest compared OMol25 entry of this formula, charge and spin): 344.3 kJ/mol
* HOMO-LUMO gap: 8.63 eV

=====

Computed, not measured: the ion C2H5N2O with charge +1 at a distorted geometry, with ωB97M-V with the def2-TZVPD basis set.

ORCA input file:
```
! wB97M-V def2-TZVPD RIJCOSX def2/J DEFGRID3
* xyz 1 1
N 1.046 -0.810 1.376
C 0.998 0.154 0.710
N 0.478 0.932 -0.104
C -0.819 0.349 -0.602
O -0.924 -1.000 -0.456
H 1.361 -1.430 2.004
H 0.764 1.864 -0.384
H -1.578 0.644 0.150
H -0.835 0.773 -1.509
H -0.491 -1.475 -1.184
*
```

Output
* electronic energy: -7173.431 eV
* relative energy (zero: lowest compared OMol25 entry of this formula, charge and spin): 250.9 kJ/mol
* SMILES: N=C=[NH+]CO
* HOMO-LUMO gap: 11.39 eV

=====

Computed, not measured: the ion C2H5N2S with charge +1 at a distorted geometry, with ωB97M-V with the def2-TZVPD basis set.

ORCA input file:
```
! wB97M-V def2-TZVPD RIJCOSX def2/J DEFGRID3
* xyz 1 1
H -2.994 0.358 0.243
N -2.037 0.592 0.448
C -1.087 -0.185 0.520
S -0.399 -1.880 0.123
C 0.396 -0.288 0.490
N 1.236 0.304 -0.665
H 0.741 -0.246 1.531
H 0.876 -0.168 -1.451
H 2.234 0.170 -0.511
H 1.035 1.344 -0.729
*
```

Output
* electronic energy: -15961.471 eV
* relative energy (zero: lowest compared OMol25 entry of this formula, charge and spin): 141.5 kJ/mol
* SMILES: [H]/N=C1\S[C@H]1[NH3+]
* HOMO-LUMO gap: 10.02 eV

=====

Computed, not measured: the ion C2H5N2Si with charge +1 at a distorted geometry, with ωB97M-V with the def2-TZVPD basis set.

ORCA input file:
```
! wB97M-V def2-TZVPD RIJCOSX def2/J DEFGRID3
* xyz 1 1
C 0.870 -0.302 0.698
C 0.408 0.039 -1.662
N 0.941 -0.094 -0.528
N 0.405 0.898 -2.585
Si -0.578 0.244 1.739
H 1.768 -0.591 1.318
H -0.056 -1.054 -1.708
H 0.124 0.843 -3.546
H -0.623 0.773 3.061
H -1.913 -0.060 1.358
*
```

Output
* electronic energy: -13000.402 eV
* relative energy (zero: lowest compared OMol25 entry of this formula, charge and spin): 434.6 kJ/mol
* HOMO-LUMO gap: 6.02 eV

=====

Computed, not measured: the ion C2H5N2Si with charge +1 at a distorted geometry, with ωB97M-V with the def2-TZVPD basis set.

ORCA input file:
```
! wB97M-V def2-TZVPD RIJCOSX def2/J DEFGRID3
* xyz 1 1
C 0.069 0.443 1.360
N -0.645 1.196 0.601
C -0.767 0.829 -0.706
N -0.106 -0.233 -1.075
Si 0.683 -1.105 0.374
H 0.356 0.957 2.314
H -1.329 1.224 -1.555
H -0.240 -0.486 -1.975
H 1.968 -0.410 0.450
H 0.009 -2.414 0.211
*
```

Output
* electronic energy: -13003.977 eV
* relative energy (zero: lowest compared OMol25 entry of this formula, charge and spin): 89.7 kJ/mol
* SMILES: C1=NC=[NH+][SiH2]1
* HOMO-LUMO gap: 9.06 eV

=====

Computed, not measured: an isolated molecule of C2H5N3 at a distorted geometry, with ωB97M-V with the def2-TZVPD basis set.

ORCA input file:
```
! wB97M-V def2-TZVPD RIJCOSX def2/J DEFGRID3
* xyz 0 1
H -0.013 2.608 1.531
N -0.291 1.998 0.759
C 0.263 0.916 0.594
C -0.115 0.015 -0.612
N 0.215 -1.265 -0.218
N -0.495 -2.179 -0.579
H -0.072 -3.138 -0.153
H 1.136 0.265 1.090
H 0.512 0.506 -1.472
H -1.141 0.273 -0.941
*
```

Output
* electronic energy: -6622.356 eV
* relative energy (zero: lowest compared OMol25 entry of this formula, charge and spin): 249.1 kJ/mol
* SMILES: [H]/N=C/C/N=N/[H]
* HOMO-LUMO gap: 9.93 eV

=====

Computed, not measured: an isolated molecule of C2H5N3 at a distorted geometry, with ωB97M-V with the def2-TZVPD basis set.

ORCA input file:
```
! wB97M-V def2-TZVPD RIJCOSX def2/J DEFGRID3
* xyz 0 1
H -0.904 2.459 -2.494
N -0.727 2.207 -1.541
N -0.356 1.013 -1.442
N -0.314 0.252 -0.410
C 0.602 -0.291 0.266
C 0.172 -1.272 1.249
H 1.566 0.269 0.114
H -0.340 -2.024 0.628
H -0.653 -0.828 1.878
H 0.952 -1.786 1.752
*
```

Output
* electronic energy: -6622.021 eV
* relative energy (zero: lowest compared OMol25 entry of this formula, charge and spin): 281.4 kJ/mol
* SMILES: [H]/N=N/N=C/C
* HOMO-LUMO gap: 9.29 eV

=====

Computed, not measured: a cluster of 2 separate species, C2H5N3 in total at a distorted geometry, with ωB97M-V with the def2-TZVPD basis set.

ORCA input file:
```
! wB97M-V def2-TZVPD RIJCOSX def2/J DEFGRID3
* xyz 0 1
H -2.015 0.932 0.984
N -1.548 1.607 0.331
C -0.904 0.904 -0.493
C -1.275 -0.471 -0.679
N -1.745 -1.516 -0.682
H -0.312 1.226 -1.362
N 1.890 -0.483 0.414
H 2.296 -1.198 -0.241
H 2.627 -0.240 1.026
H 0.985 -0.762 0.702
*
```

Output
* electronic energy: -6623.703 eV
* relative energy (zero: lowest compared OMol25 entry of this formula, charge and spin): 119.1 kJ/mol
* SMILES: [H]/N=C\C#N.N
* HOMO-LUMO gap: 10.09 eV

=====

Computed, not measured: an isolated molecule of C2H5N3O at a distorted geometry, with ωB97M-V with the def2-TZVPD basis set.

ORCA input file:
```
! wB97M-V def2-TZVPD RIJCOSX def2/J DEFGRID3
* xyz 0 1
C 1.832 0.319 0.068
C 0.538 0.593 -0.142
N -0.594 -0.208 -0.136
N -1.820 0.476 -0.112
N -0.665 -1.515 0.203
O 0.301 -2.198 -0.152
H 2.575 1.107 0.019
H 2.184 -0.682 0.291
H 0.281 1.628 -0.360
H -2.101 0.594 0.862
H -2.533 -0.115 -0.541
*
```

Output
* electronic energy: -8668.857 eV
* relative energy (zero: lowest compared OMol25 entry of this formula, charge and spin): 461.7 kJ/mol
* SMILES: C=CN(N)N=O
* HOMO-LUMO gap (alpha / beta): 9.09 / 9.09 eV

=====

Computed, not measured: a cluster of 2 separate species, C2H5N3O in total at a distorted geometry, with ωB97M-V with the def2-TZVPD basis set.

ORCA input file:
```
! wB97M-V def2-TZVPD RIJCOSX def2/J DEFGRID3
* xyz 0 1
C -1.951 -0.268 0.006
C 0.385 -0.175 0.083
N -2.967 -0.150 -0.490
N 0.686 1.182 -0.215
N -0.860 -0.391 0.754
O 0.403 -0.979 -0.983
H 1.669 -0.483 1.039
H 0.810 1.777 0.705
H 1.503 1.413 -0.836
H -0.875 -1.084 1.453
H 1.195 -0.842 -1.516
*
```

Output
* electronic energy: -8669.835 eV
* relative energy (zero: lowest compared OMol25 entry of this formula, charge and spin): 367.4 kJ/mol
* HOMO-LUMO gap: 9.60 eV

=====

Computed, not measured: an isolated molecule of C2H5N3O at a distorted geometry, with ωB97M-V with the def2-TZVPD basis set.

ORCA input file:
```
! wB97M-V def2-TZVPD RIJCOSX def2/J DEFGRID3
* xyz 0 1
N 0.227 1.317 2.018
N -0.183 0.795 0.836
C 0.583 -0.162 0.339
C 0.233 -0.718 -0.851
N -0.805 -0.281 -1.485
O -1.025 -1.090 -2.557
H 1.005 0.868 2.536
H -0.217 2.189 2.419
H 1.220 -0.687 1.012
H 0.775 -1.590 -1.342
H -1.813 -0.642 -2.925
*
```

Output
* electronic energy: -8669.051 eV
* relative energy (zero: lowest compared OMol25 entry of this formula, charge and spin): 443.0 kJ/mol
* SMILES: N/N=C/C=N/O
* HOMO-LUMO gap: 8.35 eV

=====

Computed, not measured: an isolated molecule of C2H5N3O at a distorted geometry, with ωB97M-V with the def2-TZVPD basis set.

ORCA input file:
```
! wB97M-V def2-TZVPD RIJCOSX def2/J DEFGRID3
* xyz 0 1
C 1.244 -1.279 -0.353
N 0.019 -0.940 -1.038
N -0.341 0.323 -1.066
C -0.843 0.514 0.155
N -1.047 1.746 0.685
O -1.044 -0.571 0.808
H 1.154 -2.300 0.015
H 1.525 -0.579 0.438
H 2.004 -1.279 -1.146
H -0.929 2.549 0.090
H -1.742 1.816 1.411
*
```

Output
* electronic energy: -8669.351 eV
* relative energy (zero: lowest compared OMol25 entry of this formula, charge and spin): 414.1 kJ/mol
* SMILES: C/N=N\C(N)=O
* HOMO-LUMO gap (alpha / beta): 8.63 / 7.86 eV